No. 1
{
  "formula": "C25H13AsF6IrN5O10S4",
  "method": "ωB97M-V with the def2-TZVPD basis set",
  "s2": 0.76,
  "relative_energy_kj_mol": 47.61,
  "e_homo_ev": [-6.603, -6.587],
  "spin_multiplicity": 2,
  "lumo_energy_ev": [1.23, -0.53],
  "total_charge": -1,
  "species": ["Ir", "O", "As", "O", "O", "C", "C", "C", "C", "C", "C", "S", "O", "O", "O", "H", "H", "H", "H", "H", "S", "C", "C", "C", "C", "C", "C", "N", "C", "C", "C", "C", "C", "C", "C", "H", "H", "H", "H", "H", "H", "H", "H", "F", "C", "F", "F", "S", "O", "O", "N", "S", "O", "O", "C", "F", "F", "F", "N", "C", "C", "C", "N", "C", "N"],
  "positions_angstrom": [[-0.305703, 0.037634, 0.372917], [-4.580272, 0.253492, -1.452039], [-3.001828, -0.472629, -1.814669], [-2.603881, -0.224387, -3.364542], [-2.088438, 0.366593, -0.638735], [-3.440340, -2.276606, -1.228167], [-4.784795, -2.624070, -1.248861], [-5.193549, -3.877386, -0.811280], [-4.268498, -4.791299, -0.340224], [-2.922142, -4.458358, -0.313025], [-2.519459, -3.212095, -0.760322], [-0.798316, -2.812789, -0.700515], [-0.063050, -4.036327, -0.604502], [-0.667978, -1.975609, 0.587278], [-0.582357, -1.951922, -1.837535], [-4.414877, 1.086119, -0.994960], [-5.515890, -1.904084, -1.587733], [-6.245797, -4.129776, -0.824679], [-4.591198, -5.760838, 0.014761], [-2.174908, -5.153297, 0.044151], [1.112864, 4.229879, 1.007054], [0.255053, 4.223244, -0.504963], [0.094573, 5.282140, -1.392227], [-0.540650, 5.024572, -2.590519], [-0.984240, 3.734495, -2.901666], [-0.836772, 2.685073, -2.018309], [-0.235015, 2.947175, -0.790448], [0.039263, 2.039925, 0.237261], [0.776554, 2.558674, 1.188905], [1.261984, 1.654203, 2.208553], [2.043155, 2.004758, 3.308225], [2.426544, 1.016265, 4.190382], [2.024037, -0.302402, 3.984952], [1.248454, -0.655994, 2.893479], [0.882662, 0.323600, 1.974068], [0.472163, 6.268239, -1.157685], [-0.674782, 5.825845, -3.305135], [-1.446308, 3.539878, -3.859873], [-1.166108, 1.692810, -2.293270], [2.338993, 3.034465, 3.472374], [3.028409, 1.269389, 5.053222], [2.317864, -1.065519, 4.693941], [0.939383, -1.680079, 2.746933], [3.853509, 1.070537, -0.741529], [3.448512, 0.856777, -1.988472], [4.492034, 0.504982, -2.734393], [2.938877, 1.993215, -2.467027], [2.159097, -0.466322, -2.059735], [1.309728, 0.092043, -0.965270], [1.638911, -0.383886, -3.376066], [2.856601, -1.793924, -1.762995], [3.553980, -2.207735, -0.397440], [4.799282, -1.529140, -0.193286], [2.634309, -2.288561, 0.693243], [4.030319, -3.937474, -0.852267], [3.092247, -4.571298, -1.516636], [5.139307, -3.909552, -1.594033], [4.302446, -4.581496, 0.287412], [-1.681852, 0.129946, 1.845788], [-2.107383, -0.677975, 2.581067], [-2.645066, -1.605354, 3.414668], [-2.125255, -1.743438, 4.730397], [-1.696974, -1.858859, 5.793699], [-3.689756, -2.449384, 2.954403], [-4.538367, -3.135935, 2.586326]],
  "forces_ev_per_angstrom": [[-0.40, 0.18, 0.29], [-0.02, 0.07, -0.04], [-0.03, -0.26, 0.05], [-0.02, 0.09, 0.04], [0.37, -0.05, -0.34], [0.03, 0.08, 0.06], [-0.04, -0.02, 0.01], [0.00, 0.01, -0.03], [0.05, -0.01, -0.04], [-0.07, -0.02, -0.05], [-0.03, 0.06, 0.17], [-0.04, -0.07, 0.01], [-0.03, 0.13, 0.20], [0.42, -0.04, -0.38], [0.20, 0.18, -0.06], [0.02, -0.02, 0.03], [-0.01, -0.01, 0.00], [0.00, 0.01, 0.00], [0.00, 0.00, 0.02], [0.00, 0.00, 0.01], [-0.01, -0.03, 0.03], [-0.01, 0.10, -0.06], [-0.02, -0.02, -0.02], [0.00, -0.02, 0.02], [0.01, 0.04, 0.01], [-0.07, -0.06, -0.16], [0.07, -0.08, 0.12], [0.10, 0.13, -0.05], [-0.03, -0.14, 0.08], [-0.05, -0.07, -0.07], [-0.08, 0.06, -0.13], [0.00, -0.05, 0.07], [0.05, -0.04, 0.03], [-0.04, 0.14, -0.11], [0.18, -0.18, 0.07], [0.01, 0.00, 0.01], [0.00, 0.00, 0.00], [0.00, 0.00, -0.01], [0.02, 0.00, 0.06], [-0.01, 0.00, -0.02], [0.00, -0.02, 0.00], [0.00, -0.01, -0.01], [0.00, -0.08, -0.06], [0.05, 0.12, 0.06], [0.03, -0.15, -0.02], [0.01, 0.07, -0.01], [-0.02, 0.08, -0.02], [-0.19, 0.44, 0.18], [-0.22, -0.38, 0.06], [-0.14, -0.11, -0.08], [-0.09, -0.06, -0.18], [0.08, 0.27, 0.23], [0.09, -0.11, 0.02], [-0.16, -0.15, 0.14], [0.23, 0.39, 0.14], [-0.30, -0.25, -0.02], [0.03, -0.07, -0.05], [-0.04, -0.09, -0.09], [0.13, 0.16, -0.12], [-0.02, -0.25, -0.14], [0.07, 0.16, 0.12], [0.04, -0.06, 0.04], [-0.01, 0.03, 0.01], [-0.10, -0.04, -0.05], [0.00, 0.01, 0.05]],
  "mulliken_charge": [3.761, -0.673, 1.129, -0.834, -0.835, -0.348, -0.555, -0.567, -0.657, -0.548, 0.347, 1.449, -0.640, -0.760, -0.671, 0.295, 0.473, 0.370, 0.366, 0.497, -0.408, 0.949, -0.655, -0.515, -1.027, -0.394, -0.611, 0.272, 0.743, 1.505, -0.640, -0.906, -0.870, 0.026, -1.084, 0.400, 0.395, 0.471, 0.559, 0.440, 0.396, 0.470, 0.644, -0.192, 0.587, -0.241, -0.205, 0.619, -1.033, -0.729, -0.361, 1.061, -0.682, -0.492, 0.559, -0.197, -0.231, -0.218, -1.039, 0.985, -0.114, 0.119, -0.547, 0.078, -0.487]
}

No. 2
{
  "formula": "C25H14Cl5IrNO4S2",
  "method": "ωB97M-V with the def2-TZVPD basis set",
  "s2": 0.80,
  "relative_energy_kj_mol": 98.74,
  "e_homo_ev": [-14.808, -14.805],
  "spin_multiplicity": 2,
  "lumo_energy_ev": [-9.78, -9.79],
  "total_charge": 2,
  "species": ["Ir", "Cl", "C", "C", "C", "Cl", "C", "Cl", "C", "Cl", "C", "Cl", "O", "C", "N", "S", "O", "O", "C", "C", "C", "C", "C", "C", "H", "H", "H", "H", "O", "S", "C", "C", "C", "C", "C", "C", "C", "C", "C", "C", "C", "C", "H", "H", "H", "H", "H", "H", "H", "H", "H", "H"],
  "positions_angstrom": [[-0.638407, 0.597222, -0.984942], [1.372286, 2.704403, -0.207499], [-0.071067, 3.409948, -0.808192], [-1.086612, 2.480669, -1.136045], [-2.288306, 2.922113, -1.747665], [-3.420644, 1.736647, -2.207125], [-2.521912, 4.270599, -1.901958], [-3.988904, 4.836131, -2.543070], [-1.503954, 5.189917, -1.516741], [-1.764480, 6.828130, -1.722172], [-0.256965, 4.756662, -0.965604], [0.940573, 5.874339, -0.527728], [-0.532819, 0.636969, -3.130835], [0.157392, -0.450845, -3.176947], [0.412969, -0.904828, -1.951978], [1.433968, -2.272063, -1.943896], [2.692101, -1.876574, -1.409521], [0.697651, -3.359830, -1.400894], [1.437445, -2.298395, -3.721421], [2.056813, -3.234834, -4.513574], [1.932443, -3.080824, -5.894768], [1.214879, -2.028491, -6.449160], [0.588524, -1.089321, -5.637307], [0.707832, -1.243426, -4.267304], [2.620747, -4.055086, -4.091072], [2.407189, -3.800220, -6.548060], [1.141861, -1.941985, -7.524055], [0.026053, -0.267128, -6.057619], [-0.978608, -0.001979, 0.841431], [-0.835902, 0.627343, 2.282008], [-1.722813, -0.498774, 3.280013], [-2.764898, 0.038675, 4.027513], [-3.479137, -0.808978, 4.862117], [-3.157357, -2.155964, 4.915403], [-2.113793, -2.677926, 4.151718], [-1.379844, -1.849000, 3.328101], [0.867838, 0.331437, 2.685114], [1.702890, -0.390866, 1.845972], [3.019093, -0.587717, 2.238880], [3.474194, -0.063502, 3.441115], [2.619295, 0.657608, 4.266366], [1.301741, 0.864986, 3.892651], [-3.012895, 1.090177, 3.960134], [-4.287491, -0.417867, 5.463694], [-3.727693, -2.816310, 5.554667], [-1.870377, -3.729338, 4.214584], [-0.562052, -2.236624, 2.734141], [1.346859, -0.820028, 0.917598], [3.682826, -1.163082, 1.608165], [4.502061, -0.217629, 3.739377], [2.978882, 1.061509, 5.202603], [0.630526, 1.423954, 4.533789]],
  "forces_ev_per_angstrom": [[-0.33, 0.56, -0.46], [0.04, 0.02, -0.04], [0.00, -0.06, 0.03], [0.29, -1.09, -0.09], [0.05, -0.14, -0.09], [0.00, 0.07, 0.00], [0.14, 0.17, 0.12], [-0.04, 0.00, -0.01], [0.04, -0.25, 0.01], [-0.02, 0.06, 0.00], [-0.22, -0.03, -0.03], [0.06, 0.03, 0.03], [0.38, -0.37, 0.35], [-0.26, 0.39, 0.62], [-0.31, 0.48, -0.17], [-0.09, 0.04, -0.11], [0.04, -0.04, 0.10], [0.10, 0.00, 0.04], [0.09, -0.13, -0.10], [0.05, -0.05, 0.02], [0.02, -0.04, 0.01], [-0.04, 0.06, 0.05], [0.02, 0.01, -0.03], [-0.11, 0.18, 0.16], [0.00, -0.01, 0.00], [0.01, 0.00, 0.01], [-0.01, 0.01, 0.00], [-0.01, 0.00, 0.00], [-0.36, 0.11, -0.60], [0.41, 0.02, 0.12], [0.05, 0.00, -0.05], [-0.03, -0.04, -0.01], [-0.03, 0.04, 0.00], [0.00, -0.02, -0.02], [0.01, 0.01, -0.01], [0.03, -0.01, 0.03], [-0.05, 0.00, 0.09], [-0.04, -0.06, 0.01], [0.04, 0.00, 0.01], [-0.03, 0.01, -0.01], [0.01, 0.02, 0.02], [0.08, 0.00, -0.05], [0.01, 0.01, 0.01], [-0.01, 0.00, -0.01], [0.02, 0.01, 0.03], [-0.01, -0.01, -0.03], [0.03, 0.00, 0.02], [0.02, 0.02, 0.06], [-0.01, 0.02, -0.04], [0.00, -0.01, 0.00], [0.00, 0.00, 0.00], [-0.01, 0.01, 0.00]],
  "mulliken_charge": [0.923, -0.056, 0.969, -0.994, 0.774, -0.068, -0.096, -0.111, 0.832, -0.051, -0.387, -0.114, -0.653, 0.974, -0.115, 0.985, -0.576, -0.572, 0.311, -0.558, -0.542, -0.613, -0.588, 0.002, 0.489, 0.426, 0.423, 0.536, -0.414, 0.186, 0.707, -0.316, -0.661, -0.405, -0.694, -0.356, 0.759, -0.148, -0.673, -0.561, -0.609, -0.683, 0.413, 0.415, 0.420, 0.414, 0.426, 0.398, 0.529, 0.435, 0.417, 0.449]
}

For the records above, the corresponding calculated total energy values read -177385.530; -122934.091 eV.